16
Properties=species:S:1:pos:R:3:nbo_charge:R:1 method="wB97M-V/def2-TZVPD" e_above_lowest_kcal_mol=15.4 smiles="CC[C@@H](C)C=O" homo_energy_ev=-9.64 lumo_energy_ev=1.07 gap_ev=10.701 total_charge=0
C 2.05 -0.14 -0.29 -0.616
C 0.79 -0.60 0.46 -0.393
C -0.52 -0.22 -0.25 -0.327
C -1.89 -0.25 0.54 -0.600
C -0.54 1.23 -0.66 0.450
O 0.01 2.12 -0.05 -0.543
H 2.06 0.95 -0.41 0.224
H 2.96 -0.40 0.26 0.213
H 2.14 -0.59 -1.29 0.198
H 0.85 -1.69 0.60 0.206
H 0.82 -0.16 1.47 0.211
H -0.63 -0.85 -1.14 0.210
H -1.75 -0.39 1.61 0.225
H -2.41 0.71 0.43 0.216
H -2.58 -1.00 0.16 0.218
H -1.22 1.44 -1.51 0.108

16
Properties=species:S:1:pos:R:3:nbo_charge:R:1 method="wB97M-V/def2-TZVPD" e_above_lowest_kcal_mol=82.4 homo_energy_ev="-7.57 / -7.57" lumo_energy_ev="-0.10 / -0.10" gap_ev="7.471 / 7.473" total_charge=0
C -0.57 0.65 0.26 0.260
C 0.62 0.23 0.87 0.156
C -0.39 -3.12 0.79 0.833
C -2.78 1.05 -0.77 -0.360
C 1.74 1.21 1.24 -0.645
N -1.64 0.81 -0.24 -0.205
N 0.85 -1.09 1.09 -0.277
N -0.03 -1.98 0.69 -0.400
O -0.81 -4.18 0.59 -0.513
I 0.78 0.26 -3.01 -0.103
H -2.86 2.08 -1.27 0.213
H -3.30 0.15 -1.11 0.217
H 2.55 0.56 1.68 0.252
H 1.51 1.92 2.01 0.232
H 2.09 1.83 0.39 0.235
H 2.23 -0.38 -3.21 0.105

66
Properties=species:S:1:pos:R:3:lowdin_spin:R:1 method="wB97M-V/def2-TZVPD" homo_energy_ev="-2.47 / -2.38" lumo_energy_ev="2.07 / 2.06" spin_multiplicity=3 gap_ev="4.541 / 4.440" total_charge=-1
Pt 9.72 10.77 7.42 1.234
P 10.96 12.99 7.75 0.007
O 10.53 11.93 8.83 0.155
O 10.17 12.56 6.52 0.286
O 12.52 13.13 7.38 0.007
O 10.39 14.42 7.79 0.058
C 12.40 7.66 4.73 0.002
C 11.12 7.75 5.70 0.001
C 10.78 6.29 6.16 0.000
C 11.89 5.82 7.08 0.000
C 11.89 6.77 8.36 0.000
C 12.16 8.30 8.03 0.001
N 11.32 8.71 6.82 0.012
O 11.51 10.04 6.44 0.066
C 11.73 9.04 9.32 0.009
C 13.66 8.49 7.69 0.001
C 9.91 8.15 4.90 0.002
H 12.62 8.65 4.33 0.001
H 12.39 7.00 3.86 0.000
H 13.32 7.32 5.22 0.000
H 9.82 6.28 6.68 0.000
H 10.67 5.60 5.33 0.000
H 12.87 5.85 6.61 0.000
H 11.69 4.81 7.42 0.000
H 12.66 6.48 9.08 0.000
H 10.93 6.62 8.86 0.000
H 12.35 8.67 10.14 0.000
H 12.02 10.09 9.22 0.000
H 10.67 9.00 9.56 0.006
H 14.04 7.66 7.09 0.000
H 13.84 9.46 7.22 0.000
H 14.15 8.40 8.66 0.000
H 9.59 7.38 4.20 0.000
H 9.97 9.12 4.40 0.001
H 9.01 8.24 5.52 0.001
H 12.18 10.05 5.76 0.009
C 5.42 11.54 7.13 0.002
C 6.57 11.36 8.25 0.002
C 5.96 11.24 9.67 0.000
C 6.88 10.58 10.71 0.000
C 7.43 9.28 10.20 0.001
C 7.05 8.91 8.71 0.007
N 7.42 10.17 7.95 0.068
O 7.72 9.99 6.64 0.030
C 8.03 7.69 8.47 0.006
C 5.61 8.31 8.47 0.003
C 7.46 12.65 8.29 0.007
H 4.72 12.24 7.57 0.000
H 4.99 10.57 6.88 0.000
H 5.85 11.82 6.17 0.000
H 5.72 12.22 10.09 0.000
H 4.99 10.75 9.59 0.000
H 6.24 10.40 11.57 0.000
H 7.71 11.22 11.01 0.000
H 7.12 8.42 10.79 0.000
H 8.51 9.35 10.31 0.001
H 8.14 7.52 7.40 0.000
H 9.04 7.96 8.80 0.004
H 7.82 6.71 8.90 0.000
H 5.55 7.77 7.52 0.000
H 5.43 7.58 9.26 0.000
H 4.81 9.03 8.29 0.000
H 7.98 12.85 7.36 0.001
H 8.23 12.54 9.05 0.002
H 6.87 13.55 8.47 0.001
H 6.89 9.84 6.19 0.005

38
Properties=species:S:1:pos:R:3:lowdin_spin:R:1 method="wB97M-V/def2-TZVPD" homo_energy_ev="-16.54 / -16.54" lumo_energy_ev="-6.64 / -10.49" spin_multiplicity=2 gap_ev="9.905 / 6.054" total_charge=+2
C -1.21 0.80 2.06 0.008
C -0.44 0.64 0.69 0.041
C 0.07 1.91 -0.12 0.052
C 0.48 1.38 -1.46 0.360
C -0.20 1.58 -2.58 0.184
N 0.18 1.19 -3.82 0.297
N 0.80 -0.25 0.95 0.002
H -0.68 1.55 2.66 0.000
H -1.45 -0.18 2.57 0.002
H -2.21 1.23 1.87 0.000
H -1.00 0.04 -0.07 0.002
H 0.92 2.42 0.33 0.009
H -0.89 2.55 -0.20 0.003
H 1.48 1.05 -1.52 0.014
H -1.31 1.72 -2.53 0.002
H 1.18 1.48 -4.19 0.007
H -0.36 1.49 -4.62 0.007
H 1.41 -0.53 0.16 0.001
H 0.43 -1.13 1.20 0.000
H 1.44 0.17 1.74 0.000
H -0.07 -1.22 -3.76 0.002
H -0.55 -2.62 -4.20 0.000
O -0.38 -2.06 -3.44 0.003
H 3.52 -0.68 3.34 0.000
H 4.09 -1.70 2.24 0.000
O 3.26 -1.20 2.51 0.000
H -4.54 0.00 0.72 0.000
H -4.97 1.29 -0.14 0.000
O -4.31 0.61 0.05 0.000
H 2.56 2.84 2.61 0.000
H 1.33 2.11 3.27 0.000
O 1.82 2.07 2.49 0.001
H 0.62 -3.89 2.03 0.000
H -0.17 -3.22 3.07 0.000
O 0.29 -3.10 2.21 0.000
H -0.85 -2.78 -0.59 0.000
H -0.45 -1.81 -1.72 0.000
O -0.50 -1.90 -0.79 0.003

163
Properties=species:S:1:pos:R:3:mulliken_charge:R:1 method="wB97M-V/def2-TZVPD" homo_energy_ev=-6.74 lumo_energy_ev=1.78 gap_ev=8.524 total_charge=-1
C -27.23 3.08 2.13 -1.136
C -28.40 2.89 3.05 -0.024
N -27.78 2.55 4.42 0.554
C -27.67 3.52 5.41 -0.917
C -27.25 2.96 6.56 -0.677
N -27.17 1.59 6.30 0.782
C -27.44 1.41 5.02 -0.742
C -26.90 0.57 7.34 -0.016
H -26.82 2.11 1.85 0.129
H -26.48 3.63 2.67 0.364
H -27.61 3.58 1.25 0.456
H -29.08 2.06 2.78 -0.142
H -28.88 3.87 3.21 0.479
H -27.99 4.51 5.21 0.581
H -27.15 3.41 7.49 0.650
H -27.49 0.45 4.59 0.875
H -27.08 1.06 8.33 0.349
H -25.90 0.15 7.28 -0.319
H -27.63 -0.23 7.08 -0.468
C -30.93 -3.51 12.67 -0.979
C -30.89 -4.49 11.46 -0.714
N -31.26 -3.82 10.23 0.163
C -32.51 -3.54 9.76 -0.939
C -32.38 -2.66 8.76 0.157
N -31.05 -2.36 8.67 0.386
C -30.38 -3.05 9.57 0.132
C -30.46 -1.37 7.72 -0.210
H -31.94 -3.52 13.13 0.325
H -30.62 -2.53 12.41 0.345
H -30.18 -3.90 13.44 0.311
H -31.62 -5.23 11.67 0.392
H -29.93 -4.96 11.30 0.428
H -33.40 -4.03 10.12 0.440
H -33.15 -2.34 8.01 0.146
H -29.32 -3.09 9.80 0.335
H -31.14 -0.51 7.55 0.231
H -30.43 -1.83 6.71 -0.423
H -29.46 -1.14 7.96 0.468
C -23.15 -4.21 -0.70 -0.862
C -24.43 -4.54 0.04 -0.673
N -24.56 -3.61 1.19 1.204
C -23.88 -3.69 2.39 -1.035
C -24.22 -2.66 3.13 -1.118
N -25.21 -1.92 2.42 1.543
C -25.39 -2.56 1.27 -1.281
C -26.04 -0.77 2.84 -0.309
H -23.08 -4.88 -1.53 0.481
H -22.33 -4.31 0.05 0.245
H -23.04 -3.19 -0.97 0.053
H -24.37 -5.56 0.43 0.200
H -25.34 -4.46 -0.52 0.468
H -23.22 -4.49 2.60 0.889
H -23.94 -2.49 4.18 0.506
H -25.92 -2.14 0.47 0.715
H -26.33 -0.23 1.95 -0.016
H -25.50 -0.10 3.50 -0.068
H -26.89 -1.15 3.42 0.120
C -28.18 -3.34 6.11 1.499
C -29.50 -3.88 5.65 -0.611
N -29.75 -3.65 4.23 0.618
C -28.91 -3.98 3.23 -0.789
C -29.32 -3.39 2.12 -1.235
N -30.43 -2.68 2.46 0.461
C -30.65 -2.81 3.76 -0.213
C -31.22 -1.89 1.60 -0.651
H -27.51 -3.70 5.31 -0.526
H -27.84 -3.77 7.05 0.361
H -28.07 -2.29 6.26 -0.937
H -30.41 -3.41 6.15 0.254
H -29.51 -4.97 5.84 0.298
H -28.10 -4.65 3.54 1.046
H -29.00 -3.32 1.08 0.491
H -31.53 -2.42 4.34 0.220
H -31.09 -2.20 0.53 0.305
H -31.05 -0.80 1.71 0.186
H -32.26 -2.13 1.96 0.310
C -18.31 -1.25 0.98 -1.142
C -19.54 -1.65 1.74 0.029
N -20.10 -0.48 2.50 0.661
C -19.53 -0.01 3.61 -0.416
C -20.07 1.17 3.84 -0.574
N -20.81 1.56 2.73 0.404
C -20.93 0.46 1.98 -0.683
C -21.57 2.72 2.49 -0.905
H -17.86 -2.11 0.49 0.404
H -17.62 -0.83 1.78 0.290
H -18.49 -0.39 0.30 0.318
H -19.29 -2.42 2.54 0.153
H -20.31 -2.14 1.05 -0.046
H -18.86 -0.65 4.20 0.264
H -20.04 1.94 4.58 0.523
H -21.61 0.30 1.15 0.476
H -22.56 2.60 2.72 0.370
H -21.52 2.96 1.45 0.364
H -21.26 3.58 3.06 0.321
C -20.29 -1.29 8.42 -1.094
C -21.57 -1.94 9.00 -0.204
N -22.10 -2.96 8.10 0.613
C -21.40 -3.80 7.26 0.006
C -22.29 -4.65 6.74 -0.968
N -23.56 -4.36 7.27 0.585
C -23.39 -3.32 8.10 -0.332
C -24.77 -5.14 7.01 -0.912
H -20.49 -0.58 7.57 0.089
H -19.61 -2.02 8.06 0.198
H -19.74 -0.71 9.18 0.448
H -22.29 -1.17 9.08 0.236
H -21.34 -2.36 10.02 0.397
H -20.32 -3.66 7.06 0.164
H -22.23 -5.39 5.94 0.500
H -24.16 -2.95 8.70 0.285
H -25.41 -4.63 6.31 0.248
H -25.42 -5.29 7.89 0.221
H -24.44 -6.10 6.65 0.394
C -31.30 1.52 5.27 -1.051
C -30.63 0.76 4.17 0.484
O -29.72 -0.06 4.56 0.144
O -30.94 1.00 2.99 -0.856
H -30.53 2.07 5.87 0.094
H -31.84 0.93 5.99 -0.022
H -32.00 2.27 4.94 0.349
C -34.66 -1.26 4.64 -1.211
C -33.54 -1.31 5.79 0.926
O -33.48 -0.53 6.77 -0.758
O -32.82 -2.31 5.76 -0.761
H -35.07 -2.28 4.38 0.259
H -34.17 -0.87 3.65 0.138
H -35.45 -0.55 4.87 0.438
P -23.41 -0.21 -0.90 1.282
F -24.09 0.54 0.39 -0.316
F -22.82 -1.40 0.14 -0.412
F -24.86 -0.97 -1.06 -0.367
F -22.72 -1.08 -2.10 -0.418
F -23.96 0.92 -1.89 -0.344
F -22.02 0.66 -0.67 -0.424
P -25.75 -6.49 3.63 1.334
F -25.45 -7.94 4.30 -0.409
F -24.95 -6.88 2.22 -0.493
F -27.13 -7.05 2.98 -0.400
F -26.05 -5.06 3.03 -0.422
F -26.51 -6.00 4.96 -0.325
F -24.31 -6.05 4.13 -0.263
P -23.44 0.63 5.98 1.295
F -22.21 1.69 6.15 -0.388
F -24.44 1.87 6.19 -0.355
F -23.46 0.83 4.32 -0.567
F -24.64 -0.36 5.72 -0.005
F -22.34 -0.53 5.82 -0.433
F -23.35 0.33 7.56 -0.381
P -26.31 -2.59 10.59 1.320
F -26.60 -3.70 9.30 -0.288
F -26.98 -3.60 11.57 -0.385
F -24.84 -3.17 10.85 -0.381
F -26.13 -1.58 11.84 -0.392
F -25.63 -1.66 9.56 -0.476
F -27.75 -1.95 10.10 -0.442
P -17.68 -2.77 5.60 1.377
F -16.22 -2.43 6.24 -0.385
F -17.22 -2.10 4.22 -0.345
F -17.26 -4.23 5.19 -0.387
F -19.18 -3.13 4.95 -0.368
F -18.27 -3.35 6.97 -0.405
F -18.26 -1.27 6.07 -0.408

81
Properties=species:S:1:pos:R:3:lowdin_spin:R:1 method="wB97M-V/def2-TZVPD" e_above_lowest_kcal_mol=82.6 homo_energy_ev="-2.59 / -2.50" lumo_energy_ev="3.27 / 2.42" spin_multiplicity=6 gap_ev="5.859 / 4.915" total_charge=-2
Ru 1.13 -1.12 -0.12 2.385
O 0.04 0.99 1.00 0.089
C -0.68 1.31 2.04 0.005
C -0.33 2.41 2.84 0.006
C -1.12 2.80 3.89 -0.001
C -2.28 2.10 4.20 0.005
C -2.62 0.99 3.46 -0.001
C -1.85 0.57 2.38 0.005
C -2.20 -0.61 1.63 0.002
N -1.44 -1.30 0.78 0.042
C -2.20 -2.36 0.37 0.002
C -3.43 -2.30 0.95 0.002
N -3.42 -1.19 1.74 0.002
H 0.57 2.97 2.61 0.000
H -0.81 3.65 4.48 0.000
H -2.89 2.39 5.04 0.000
H -3.51 0.43 3.74 0.000
H -1.85 -3.09 -0.32 0.000
H -4.29 -2.93 0.86 0.000
H -4.20 -0.82 2.26 0.000
O 3.49 0.52 -1.29 0.048
S 3.24 -0.37 -2.42 0.016
O 4.42 -0.81 -3.12 0.008
O 2.31 -1.44 -2.05 0.106
C 2.35 0.76 -3.48 0.003
C 2.81 1.13 -4.72 0.001
C 2.14 2.12 -5.42 0.000
C 1.02 2.73 -4.85 0.001
C 0.59 2.36 -3.60 0.002
C 1.26 1.36 -2.89 0.011
P 0.71 0.99 -1.15 0.041
C 1.04 2.70 -0.58 0.010
C 0.03 3.64 -0.41 0.002
C 0.32 4.88 0.13 0.002
C 1.62 5.21 0.47 0.002
C 2.64 4.30 0.26 0.007
C 2.35 3.05 -0.27 0.013
C -1.05 0.74 -1.62 -0.001
C -2.16 1.16 -0.89 -0.001
C -3.43 0.81 -1.31 0.000
C -3.61 0.02 -2.44 0.000
C -2.51 -0.43 -3.14 0.000
C -1.24 -0.08 -2.73 -0.001
H 3.70 0.65 -5.11 0.000
H 2.48 2.43 -6.40 0.000
H 0.50 3.51 -5.39 0.000
H -0.27 2.86 -3.15 0.000
H -1.00 3.40 -0.67 0.000
H -0.48 5.59 0.29 0.000
H 1.84 6.16 0.93 0.000
H 3.66 4.54 0.53 0.002
H 3.14 2.33 -0.41 0.007
H -2.05 1.74 0.01 0.000
H -4.28 1.14 -0.74 0.000
H -4.60 -0.25 -2.76 0.000
H -2.62 -1.09 -3.99 0.000
H -0.39 -0.47 -3.28 0.000
F -1.47 -3.24 -3.18 0.000
B -0.41 -3.66 -2.37 0.001
F -0.01 -2.55 -1.59 0.018
F -0.89 -4.65 -1.52 0.000
F 0.61 -4.13 -3.15 0.000
Se 3.29 3.27 3.49 0.235
Sb 3.36 0.85 3.06 0.075
Se 2.70 0.10 5.34 0.871
Se 5.76 0.35 3.10 0.081
Se 2.52 -0.14 1.06 0.746
C 0.16 -6.08 1.33 0.000
N 0.24 -4.73 1.83 -0.001
C -0.26 -4.35 3.03 0.001
C -0.10 -3.10 3.51 0.001
C 0.55 -2.12 2.68 0.011
O 0.75 -0.95 3.03 0.073
N 0.96 -2.54 1.45 0.034
C 0.95 -3.82 1.03 0.009
O 1.56 -4.19 0.05 0.023
H -0.58 -6.63 1.91 0.000
H 1.13 -6.57 1.41 0.000
H -0.13 -6.04 0.28 0.000
H -0.80 -5.11 3.57 0.000
H -0.46 -2.78 4.47 0.000

Maximum force in eV/A, matching the order above: 0.53, 4.16, 9.60, 6.02, 4.42, 4.84